# 1
Molecular formula: C6H25NO7
Method: DFT, ωB97M-V with the def2-TZVPD basis set

Values from the calculation:
**HOMO-LUMO gap**: 0.321 hartree
**Energy relative to the best compared isomer or geometry (same formula, charge and spin)**: 110.1 kcal/mol

Last column: Löwdin charge in e.
CARTESIAN COORDINATES (ANGSTROEM)
1 C -1.064 -2.318 -2.343  -0.12
2 C 0.256 -2.754 -1.710  -0.27
3 N 1.767 -3.057 0.825  0.08
4 C 1.724 -1.828 0.021  -0.30
5 C 0.862 -1.597 -1.059  -0.09
6 C 2.020 0.457 1.186  0.00
7 C 2.418 -0.728 0.702  -0.16
8 H -1.173 -2.696 -3.317  0.05
9 H -1.885 -2.631 -1.716  0.07
10 H -1.256 -1.275 -2.497  0.05
11 H 0.897 -3.068 -2.583  0.12
12 H 0.022 -3.668 -0.982  0.15
13 H 1.866 -3.931 0.485  0.01
14 H 2.231 -2.901 1.807  0.14
15 H 0.617 -0.643 -1.523  0.09
16 H 2.606 1.064 1.789  0.03
17 H 1.109 1.006 0.973  0.08
18 H 3.542 -1.028 1.029  0.15
19 H 2.514 0.911 -2.097  -0.03
20 H 2.546 1.561 -0.842  0.07
21 O 2.400 1.771 -1.842  -0.04
22 H 1.624 2.140 2.771  -0.05
23 H 0.615 3.316 2.945  0.05
24 O 0.936 2.446 3.340  -0.09
25 H -1.006 -0.862 2.277  0.02
26 H -2.083 -1.405 3.286  0.02
27 O -1.592 -0.648 3.006  -0.04
28 H -3.358 0.487 0.490  0.04
29 H -3.794 -0.447 -0.549  0.05
30 O -3.934 0.487 -0.294  -0.07
31 H 0.331 1.871 -2.607  0.02
32 H -1.030 1.796 -3.168  0.04
33 O -0.564 1.685 -2.372  0.00
34 H -2.795 2.153 -0.334  0.06
35 H -1.292 2.121 -0.924  0.00
36 O -1.837 2.423 -0.157  -0.11
37 H -1.617 3.539 1.316  0.01
38 H -1.513 2.700 2.518  0.08
39 O -1.109 3.552 2.153  -0.12

# 2
Molecular formula: C24H31BBiF4N5SSe
Method: DFT, ωB97M-V with the def2-TZVPD basis set

Values from the calculation:
**Charge**: +2
**HOMO-LUMO gap**: 0.214 hartree

Last column: Löwdin charge in e.
CARTESIAN COORDINATES (ANGSTROEM)
1 Bi 2.743 0.934 -0.664  1.71
2 C 5.435 -2.797 -1.788  0.00
3 N 4.964 -2.534 -0.434  -0.09
4 C 5.015 -3.393 0.645  -0.01
5 C 4.732 -2.743 1.772  0.02
6 N 4.449 -1.400 1.416  0.01
7 C 4.721 -1.261 0.063  -0.68
8 S 5.296 0.175 -0.777  0.66
9 C 4.049 -0.319 2.263  -0.21
10 C 4.386 -0.191 3.635  0.05
11 C 3.813 0.832 4.374  0.03
12 C 2.964 1.801 3.756  0.02
13 C 2.673 1.591 2.434  -0.13
14 N 3.182 0.571 1.719  -0.08
15 H 4.752 -2.333 -2.492  0.10
16 H 5.441 -3.875 -1.961  0.11
17 H 6.435 -2.403 -1.851  0.10
18 H 5.172 -4.443 0.519  0.15
19 H 4.614 -3.124 2.803  0.16
20 H 5.062 -0.866 4.057  0.11
21 H 4.095 0.818 5.421  0.13
22 H 2.609 2.695 4.241  0.13
23 H 2.013 2.287 1.915  0.11
24 F 1.390 2.389 -2.192  -0.06
25 B 2.212 3.534 -1.764  -1.26
26 F 3.595 3.049 -1.883  -0.03
27 F 2.082 4.629 -2.536  0.23
28 F 1.960 3.646 -0.397  0.09
29 C -4.451 -3.194 -1.168  -0.10
30 C -3.523 -3.225 -2.424  -0.24
31 C -2.053 -2.972 -2.074  -0.18
32 C -1.473 -1.698 -2.720  -0.15
33 N -1.780 -0.478 -1.987  0.00
34 C -1.007 -0.040 -0.964  -0.58
35 Se 0.497 -1.012 -0.311  0.66
36 N -1.379 1.232 -0.539  0.00
37 C -0.991 1.759 0.779  -0.13
38 C -1.764 1.093 1.963  -0.19
39 C -2.877 1.947 2.523  -0.29
40 C -3.222 1.556 3.937  -0.11
41 C -2.574 1.513 -1.223  -0.12
42 C -3.240 2.739 -1.346  0.00
43 C -4.183 2.907 -2.319  -0.03
44 C -4.464 1.838 -3.236  -0.04
45 C -3.781 0.646 -3.202  0.02
46 C -2.799 0.457 -2.158  -0.09
47 H -5.477 -3.537 -1.396  0.08
48 H -4.569 -2.124 -0.791  0.08
49 H -3.967 -3.739 -0.351  0.07
50 H -3.881 -2.535 -3.190  0.09
51 H -3.614 -4.235 -2.837  0.11
52 H -1.381 -3.811 -2.254  0.12
53 H -2.073 -2.803 -1.030  0.07
54 H -1.893 -1.630 -3.743  0.15
55 H -0.410 -1.780 -2.701  0.06
56 H -1.223 2.840 0.866  0.13
57 H 0.072 1.554 0.862  0.04
58 H -1.029 0.862 2.755  0.11
59 H -2.131 0.084 1.704  0.12
60 H -3.727 1.878 1.843  0.11
61 H -2.652 3.036 2.431  0.12
62 H -3.551 0.499 3.983  0.09
63 H -4.078 2.125 4.316  0.08
64 H -2.444 1.720 4.728  0.09
65 H -2.924 3.537 -0.672  0.12
66 H -4.665 3.861 -2.431  0.12
67 H -5.218 1.969 -3.979  0.11
68 H -3.951 -0.111 -3.936  0.10

# 3
Molecular formula: C2H4N2O2
Method: DFT, ωB97M-V with the def2-TZVPD basis set

Values from the calculation:
**HOMO-LUMO gap**: 0.376 hartree
**Energy relative to the best compared isomer or geometry (same formula, charge and spin)**: 199.9 kcal/mol

Last column: Löwdin charge in e.
CARTESIAN COORDINATES (ANGSTROEM)
1 C -0.915 -0.031 0.014  0.01
2 C 0.224 -0.907 -0.019  0.00
3 N 2.018 -1.211 -0.020  0.18
4 N 2.593 -0.162 0.055  -0.45
5 O 3.797 0.068 -0.041  0.02
6 O 1.790 0.992 0.022  0.06
7 H -0.839 1.013 -0.120  0.02
8 H -1.797 -0.583 -0.238  0.04
9 H -0.183 -1.899 -0.335  0.06
10 H 2.220 1.670 -0.408  0.08

# 4
Molecular formula: C3H4Cl2
Method: DFT, ωB97M-V with the def2-TZVPD basis set

Values from the calculation:
**HOMO-LUMO gap**: 0.385 hartree
**Energy relative to the best compared isomer or geometry (same formula, charge and spin)**: 84.4 kcal/mol

Last column: Löwdin charge in e.
CARTESIAN COORDINATES (ANGSTROEM)
1 C 2.267 -0.607 0.130  -0.23
2 C 0.770 -1.316 -0.219  -0.21
3 C -0.198 -0.398 -0.062  -1.03
4 H 2.617 -1.195 1.121  0.07
5 H 2.262 0.491 0.585  -0.01
6 H 3.405 -0.564 -0.766  0.17
7 H 0.725 -2.565 -0.234  0.16
8 Cl 0.424 1.345 -0.047  0.52
9 Cl -1.956 -0.300 0.059  0.57

- HOMO-LUMO gap of number 4 (C3H4Cl2)?
  0.385 hartree

- What is the formula in the second record?
  C24H31BBiF4N5SSe

- What is the HOMO-LUMO gap in the third record?
  0.376 hartree

Copy entry 3 word for word.
Molecular formula: C2H4N2O2
Method: DFT, ωB97M-V with the def2-TZVPD basis set

Values from the calculation:
**HOMO-LUMO gap**: 0.376 hartree
**Energy relative to the best compared isomer or geometry (same formula, charge and spin)**: 199.9 kcal/mol

Last column: Löwdin charge in e.
CARTESIAN COORDINATES (ANGSTROEM)
1 C -0.915 -0.031 0.014  0.01
2 C 0.224 -0.907 -0.019  0.00
3 N 2.018 -1.211 -0.020  0.18
4 N 2.593 -0.162 0.055  -0.45
5 O 3.797 0.068 -0.041  0.02
6 O 1.790 0.992 0.022  0.06
7 H -0.839 1.013 -0.120  0.02
8 H -1.797 -0.583 -0.238  0.04
9 H -0.183 -1.899 -0.335  0.06
10 H 2.220 1.670 -0.408  0.08